1.
The following is a quantum chemistry calculation of a 2-piece molecular cluster, C4H9N4 overall at a distorted geometry, from OMol25.

Summary:
**HOMO energy (spin up / spin down)**: -11.39 / -11.39 eV
**DFT total energy**: -376.44670 hartree
**Lowest unoccupied orbital energy (spin up / spin down)**: -3.5 / -3.5 eV
**Energy relative to the best compared isomer or geometry (same formula, charge and spin)**: 100.59 kcal/mol
**Frontier orbital gap (spin up / spin down)**: 7.9 / 7.9 eV
**Net charge**: +1

Last column: Löwdin charge in e.
Cartesian coordinates (Å):
C 0.927 -0.008 -0.189  -0.1696
C 0.091 -1.230 -0.254  -0.1000
C -0.806 1.524 0.139  -0.1788
C -1.770 0.375 -0.209  -0.1006
N 0.582 1.157 0.004  0.0688
N 3.643 0.304 -0.054  0.0384
N 2.987 -0.650 0.034  0.0772
N -1.248 -0.901 0.360  0.0587
H -0.047 -1.533 -1.294  0.1421
H 0.564 -2.046 0.293  0.1310
H -0.996 2.378 -0.512  0.1323
H -0.950 1.863 1.172  0.1300
H -2.764 0.575 0.195  0.1383
H -1.843 0.251 -1.293  0.1422
H 4.655 0.377 0.010  0.1059
H -1.919 -1.666 0.226  0.1906
H -1.105 -0.771 1.371  0.1934

=====

2.
The following is a quantum chemistry calculation of a 5-piece molecular cluster, C19H37O8S5 overall at a distorted geometry, from OMol25.

Summary:
**HOMO energy**: -11.32 eV
**DFT total energy**: -3338.56582 hartree
**Lowest unoccupied orbital energy**: -4.6 eV
**Frontier orbital gap**: 6.7 eV
**Net charge**: +1

Last column: Löwdin charge in e.
Cartesian coordinates (Å):
C 0.905 -0.408 -8.838  0.1221
C 0.800 0.147 -7.748  -0.3390
S 0.723 0.852 -6.077  1.0383
C 1.902 2.282 -5.919  -0.2465
H 0.970 -0.784 -9.899  0.1007
H 1.221 -0.186 -5.280  0.0585
H 2.523 2.370 -6.860  0.0859
H 2.610 2.170 -5.033  0.0945
H 1.249 3.201 -5.744  0.0861
C -1.579 -1.616 -4.690  -0.2543
C -2.758 -2.580 -4.527  -0.2031
C -2.816 -2.991 -3.053  -0.2009
S -2.114 -1.630 -2.126  0.6720
O -0.889 -2.078 -1.507  -0.3169
O -3.156 -0.975 -1.380  -0.2904
C -1.697 -0.622 -3.540  -0.2463
H -1.598 -1.113 -5.660  0.0939
H -0.637 -2.170 -4.612  0.1162
H -3.686 -2.070 -4.804  0.1247
H -2.659 -3.452 -5.176  0.1210
H -3.839 -3.163 -2.722  0.1158
H -2.210 -3.878 -2.861  0.1121
H -0.773 -0.075 -3.347  0.0862
H -2.519 0.077 -3.707  0.1150
C -0.143 -0.090 2.726  -0.2080
C -0.735 -0.094 1.315  -0.2297
C -2.034 0.714 1.360  -0.2200
S -1.836 1.904 2.684  0.6757
O -2.783 1.594 3.726  -0.3114
O -1.719 3.232 2.119  -0.3420
C -0.221 1.354 3.204  -0.2407
H 0.884 -0.460 2.735  0.1177
H -0.740 -0.734 3.379  0.1232
H -0.030 0.380 0.623  0.1171
H -0.915 -1.108 0.955  0.0583
H -2.213 1.242 0.424  0.0957
H -2.890 0.082 1.599  0.1118
H -0.123 1.455 4.283  0.1107
H 0.520 1.975 2.700  0.0774
C 0.743 5.807 3.772  -0.2138
C 1.899 6.534 4.465  -0.2160
C 2.898 5.471 4.929  -0.2220
S 2.721 4.091 3.801  0.6680
O 2.205 2.960 4.536  -0.3224
O 3.900 3.998 2.972  -0.3315
C 1.392 4.795 2.837  -0.2305
H 0.097 6.498 3.229  0.1206
H 0.132 5.289 4.518  0.1251
H 2.383 7.209 3.752  0.1174
H 1.551 7.139 5.304  0.1169
H 3.923 5.839 4.891  0.1045
H 2.668 5.117 5.934  0.1072
H 0.709 4.011 2.514  0.0670
H 1.835 5.289 1.970  0.1107
C 0.978 -5.757 2.184  -0.2194
C 1.680 -4.729 1.293  -0.2139
C 0.660 -4.246 0.257  -0.2300
S -0.950 -4.420 1.023  0.6678
O -1.698 -5.422 0.300  -0.3177
O -1.489 -3.110 1.302  -0.3306
C -0.366 -5.139 2.549  -0.2257
H 1.566 -5.990 3.073  0.1189
H 0.825 -6.686 1.626  0.1213
H 2.012 -3.884 1.904  0.1170
H 2.563 -5.149 0.809  0.1153
H 0.821 -3.203 -0.011  0.0859
H 0.676 -4.868 -0.639  0.1067
H -1.088 -5.868 2.916  0.1122
H -0.244 -4.332 3.273  0.1099

=====

3.
The following is a quantum chemistry calculation of C47H51BF3N5O6P2SSeTi as an isolated structure at a distorted geometry, from OMol25.

Summary:
**HOMO energy (spin up / spin down)**: 0.38 / -1.12 eV
**DFT total energy**: -7203.27172 hartree
**Lowest unoccupied orbital energy (spin up / spin down)**: 3.5 / 3.5 eV
**Energy relative to the best compared isomer or geometry (same formula, charge and spin)**: 25.42 kcal/mol
**Frontier orbital gap (spin up / spin down)**: 3.1 / 4.6 eV
**Net charge**: -2
**2S+1**: 3

Last column: Löwdin charge in e.
Cartesian coordinates (Å):
Ti 0.427 -0.084 0.258  0.7270
C -5.374 -1.811 -6.225  -0.4145
S -5.117 -0.035 -6.494  0.7634
C -3.481 0.126 -5.712  -0.5104
C -3.496 -0.092 -4.208  -0.2431
C -2.057 -0.101 -3.676  -0.2533
N -1.924 -0.064 -2.225  -0.4439
P -2.297 -1.302 -1.055  1.0878
C -4.086 -1.568 -1.498  -0.3149
C -4.975 -0.586 -1.048  -0.0958
C -6.335 -0.674 -1.284  -0.0907
C -6.859 -1.765 -1.966  -0.1081
C -6.000 -2.782 -2.363  -0.1134
C -4.639 -2.696 -2.113  -0.0971
C -1.776 -3.008 -1.495  -0.3729
C -1.577 -3.818 -0.371  -0.0974
C -1.216 -5.145 -0.503  -0.0859
C -1.030 -5.696 -1.769  -0.1022
C -1.248 -4.909 -2.892  -0.1044
C -1.622 -3.581 -2.760  -0.1175
P -1.309 1.336 -1.424  1.0434
C -2.650 2.495 -1.972  -0.3137
C -2.696 3.127 -3.216  -0.1001
C -3.807 3.865 -3.591  -0.0932
C -4.882 4.010 -2.723  -0.1032
C -4.830 3.420 -1.468  -0.0906
C -3.725 2.670 -1.099  -0.1032
C 0.021 2.132 -2.425  -0.3568
C 0.853 1.537 -3.369  -0.0933
C 1.889 2.259 -3.947  -0.0904
C 2.113 3.581 -3.591  -0.1061
C 1.288 4.186 -2.651  -0.0912
C 0.258 3.467 -2.074  -0.1363
H -6.194 -2.119 -6.870  0.0199
H -5.627 -2.008 -5.186  0.0092
H -4.465 -2.345 -6.501  0.0357
H -3.140 1.134 -5.953  0.0689
H -2.824 -0.594 -6.208  0.0761
H -3.973 -1.038 -3.971  0.0749
H -4.067 0.704 -3.725  0.1081
H -1.546 0.782 -4.068  0.0877
H -1.525 -0.971 -4.068  0.1002
H -4.567 0.267 -0.520  0.0785
H -6.998 0.113 -0.943  0.0962
H -7.921 -1.832 -2.169  0.0898
H -6.393 -3.651 -2.880  0.0953
H -3.997 -3.506 -2.429  0.0889
H -1.693 -3.379 0.615  0.1036
H -1.042 -5.747 0.380  0.1017
H -0.725 -6.730 -1.874  0.0886
H -1.115 -5.328 -3.885  0.0944
H -1.778 -2.985 -3.650  0.0949
H -1.854 3.045 -3.892  0.1044
H -3.845 4.318 -4.575  0.0964
H -5.743 4.596 -3.023  0.0915
H -5.663 3.535 -0.784  0.0976
H -3.665 2.213 -0.117  0.0915
H 0.725 0.493 -3.617  0.0860
H 2.539 1.778 -4.669  0.1023
H 2.937 4.131 -4.030  0.0912
H 1.461 5.211 -2.348  0.0940
H -0.375 3.938 -1.330  0.0988
F -0.733 0.632 2.827  0.0101
C -1.107 0.005 1.661  -0.6040
F -2.327 0.647 1.379  -0.0917
F -1.524 -1.253 2.089  -0.0246
Se 1.596 4.626 1.303  0.4696
C 1.103 2.983 0.952  -0.9136
N 0.780 1.890 0.689  -0.0273
C 2.132 -3.306 -3.494  -0.0453
N 1.723 -3.239 -2.112  -0.0535
C 2.181 -4.185 -1.197  -0.1136
C 2.050 -3.937 0.154  -0.0304
C 1.476 -2.738 0.556  -0.3872
O 1.508 -2.315 1.803  0.0794
N 0.895 -1.892 -0.361  0.0302
C 1.052 -2.110 -1.690  -0.5326
O 0.600 -1.323 -2.528  -0.0206
H 2.312 -4.346 -3.772  0.0754
H 3.042 -2.719 -3.648  0.0803
H 1.340 -2.892 -4.116  0.0780
H 2.641 -5.071 -1.608  0.0806
H 2.427 -4.621 0.899  0.1031
N 3.914 2.081 0.017  0.0358
C 4.501 1.442 -1.139  -0.1514
C 3.599 0.294 -1.594  -0.4999
O 3.968 -0.554 -2.365  0.1006
O 2.368 0.327 -1.096  0.0130
H 4.306 2.987 0.229  0.0678
H 3.987 1.488 0.839  0.0785
H 2.300 1.121 -0.497  0.0682
H 5.516 1.052 -1.001  0.1164
H 4.531 2.156 -1.966  0.1174
C 7.922 -1.838 4.578  -0.0594
C 7.517 -0.520 3.900  -0.5655
C 8.245 -0.432 2.555  -0.0809
C 8.009 0.656 4.760  -0.0666
C 5.996 -0.472 3.747  -0.2078
C 5.194 -0.367 4.876  -0.0782
C 3.796 -0.347 4.811  0.0019
C 3.193 -0.444 3.575  -0.2270
O 1.894 -0.438 3.268  0.1181
B 1.769 -0.775 1.831  -0.6447
O 3.230 -0.642 1.323  0.0514
C 3.993 -0.564 2.423  -0.2314
C 5.371 -0.569 2.491  0.0420
H 9.007 -1.882 4.719  0.0722
H 7.617 -2.686 3.962  0.0860
H 7.441 -1.931 5.552  0.0737
H 9.325 -0.441 2.725  0.0736
H 7.987 0.493 2.037  0.0847
H 7.999 -1.278 1.912  0.0786
H 9.101 0.648 4.819  0.0717
H 7.613 0.599 5.773  0.0661
H 7.688 1.600 4.319  0.0875
H 5.657 -0.298 5.854  0.0900
H 3.201 -0.268 5.712  0.1062
H 5.936 -0.667 1.573  0.1048

=====

4.
The following is a quantum chemistry calculation of one molecule with the formula C20H28N4O3S at a distorted geometry, from OMol25.

Summary:
**HOMO energy**: -7.91 eV
**DFT total energy**: -1621.83184 hartree
**Lowest unoccupied orbital energy**: 0.6 eV
**Energy relative to the best compared isomer or geometry (same formula, charge and spin)**: 68.49 kcal/mol
**Frontier orbital gap**: 8.5 eV
**Net charge**: 0

Last column: Löwdin charge in e.
Cartesian coordinates (Å):
C 6.010 -3.012 -0.204  -0.0924
C 5.109 -2.580 -1.357  -0.2979
N 3.716 -2.882 -1.115  -0.0205
C 2.911 -2.057 -0.396  -0.7838
S 3.436 -0.549 0.063  0.7046
N 1.676 -2.514 -0.060  -0.1203
C 0.756 -1.643 0.647  -0.1768
C -0.175 -0.942 -0.350  -0.1535
N -0.914 -1.885 -1.171  -0.1626
C -2.070 -2.482 -0.530  -0.1810
C -3.324 -1.620 -0.769  -0.1929
N -3.258 -0.426 0.014  -0.0063
C -3.252 0.725 -0.536  -0.0584
C -3.078 1.929 0.240  -0.0870
C -2.845 1.851 1.592  -0.2597
O -2.848 0.708 2.239  0.1049
C -2.573 3.062 2.426  -0.0511
C -1.957 4.179 1.583  -0.2263
C -0.566 3.833 1.145  -0.2475
C 0.480 4.647 0.822  -0.0157
C 1.549 3.794 0.451  -0.0501
C 1.075 2.527 0.577  -0.1029
O -0.205 2.539 0.994  0.0430
C -2.864 4.440 0.375  -0.0546
C -3.083 3.202 -0.476  -0.3667
O -3.278 3.286 -1.671  0.0776
C 0.000 -2.803 -1.812  -0.1573
C 0.946 -3.512 -0.819  -0.1242
H 5.925 -4.083 -0.026  0.0683
H 5.726 -2.482 0.702  0.0566
H 7.045 -2.777 -0.434  0.0710
H 5.400 -3.087 -2.281  0.1128
H 5.189 -1.501 -1.502  0.0656
H 3.499 -3.868 -1.098  0.1255
H 0.180 -2.261 1.344  0.1224
H 1.328 -0.910 1.215  0.0616
H 0.429 -0.323 -1.020  0.1239
H -0.871 -0.297 0.182  0.1036
H -2.253 -3.465 -0.970  0.1179
H -1.941 -2.609 0.554  0.1176
H -3.414 -1.406 -1.843  0.1205
H -4.199 -2.190 -0.438  0.1174
H -3.349 0.862 -1.616  0.1390
H -3.026 -0.022 1.550  0.0811
H -1.918 2.775 3.250  0.1388
H -3.518 3.408 2.857  0.1405
H -1.895 5.096 2.179  0.1523
H 0.489 5.718 0.847  0.1109
H 2.530 4.085 0.139  0.1017
H 1.539 1.575 0.416  0.0619
H -2.451 5.225 -0.261  0.1299
H -3.847 4.773 0.723  0.1346
H 0.612 -2.223 -2.510  0.1296
H -0.565 -3.543 -2.381  0.1198
H 0.364 -4.113 -0.112  0.1267
H 1.613 -4.175 -1.368  0.1081